[1]
{"formula": "C50H52Cl2N4O2S3SbSn", "method": "the ωB97M-V functional and the def2-TZVPD basis", "max_force_ha_per_bohr": 0.012, "total_charge": 1, "de_lowest_kcal_mol": 34.6, "orbital_gap_ha": 0.2374, "energy_ha": -4875.3029, "homo_ev": -10.258, "symbols": ["Sn", "C", "C", "N", "N", "C", "S", "S", "C", "C", "C", "C", "C", "C", "C", "C", "C", "C", "C", "C", "C", "O", "H", "H", "H", "H", "H", "H", "H", "H", "H", "H", "H", "H", "H", "H", "C", "C", "N", "C", "C", "C", "S", "N", "C", "O", "C", "C", "C", "C", "C", "C", "H", "H", "H", "H", "H", "H", "H", "H", "H", "H", "H", "H", "H", "H", "H", "Cl", "C", "Cl", "H", "H", "C", "C", "C", "C", "C", "C", "C", "Sb", "C", "C", "C", "C", "C", "C", "C", "C", "C", "C", "C", "C", "C", "C", "H", "H", "H", "H", "H", "H", "H", "H", "H", "H", "H", "H", "H", "H", "H", "H", "H", "H", "H", "H", "H"], "positions_angstrom": [[0.7119, 0.2800, 0.2990], [-2.1489, 1.9669, -2.0395], [-2.3513, 1.0481, -0.8701], [-1.9053, 1.4315, 0.2711], [-2.4541, 0.7753, 1.3571], [-1.7241, 0.6098, 2.3879], [0.0139, 0.8850, 2.5281], [-2.5040, 0.1215, 3.9078], [-2.7779, 1.8164, 4.5670], [-3.7698, 2.6092, 3.7644], [-5.1361, 2.4618, 3.9851], [-6.0553, 3.1571, 3.2152], [-5.6170, 4.0112, 2.2101], [-4.2559, 4.1691, 1.9871], [-3.3370, 3.4725, 2.7637], [-3.1492, -0.2016, -1.0333], [-4.4869, -0.1406, -1.4040], [-5.2435, -1.2966, -1.5313], [-4.6558, -2.5260, -1.2725], [-3.3258, -2.6070, -0.8767], [-2.5629, -1.4514, -0.7626], [-1.2645, -1.4307, -0.3070], [-1.2398, 2.5588, -1.9209], [-2.9996, 2.6585, -2.0656], [-2.1510, 1.4256, -2.9799], [-1.8101, 2.3122, 4.6177], [-3.1251, 1.6379, 5.5836], [-5.4816, 1.7899, 4.7636], [-7.1157, 3.0367, 3.4006], [-6.3345, 4.5544, 1.6070], [-3.9113, 4.8402, 1.2083], [-2.2715, 3.5959, 2.5900], [-4.9420, 0.8288, -1.5812], [-6.2855, -1.2344, -1.8170], [-5.2375, -3.4355, -1.3615], [-2.8826, -3.5674, -0.6503], [5.5308, 2.8962, -2.1216], [5.8088, 2.7008, -0.6404], [5.1596, 1.4872, -0.1073], [6.0027, 0.2864, 0.0053], [6.6855, 0.1774, 1.3615], [3.8911, 1.5269, 0.2842], [3.1841, 0.0954, 0.9877], [3.2616, 2.7067, 0.2090], [2.0160, 2.8891, -0.1199], [1.2692, 1.9958, -0.7163], [1.4180, 4.2234, 0.1394], [0.0331, 4.3542, 0.2339], [-0.5202, 5.5993, 0.4941], [0.3000, 6.7121, 0.6361], [1.6792, 6.5825, 0.5305], [2.2387, 5.3389, 0.2896], [6.0263, 3.7989, -2.4818], [4.4591, 2.9996, -2.2961], [5.8995, 2.0501, -2.7064], [5.4544, 3.5538, -0.0681], [6.8758, 2.5881, -0.4587], [6.7444, 0.3585, -0.7892], [5.3907, -0.5919, -0.1934], [7.3056, 1.0549, 1.5608], [7.3278, -0.7054, 1.3845], [5.9468, 0.0883, 2.1594], [-0.5997, 3.4806, 0.1258], [-1.5938, 5.7050, 0.5847], [-0.1366, 7.6837, 0.8307], [2.3167, 7.4508, 0.6379], [3.3120, 5.2213, 0.2128], [0.1095, -0.4699, -2.9329], [0.0070, 0.1254, -4.6163], [-1.4248, -0.4760, -5.4432], [0.8814, -0.2212, -5.1501], [-0.0330, 1.2055, -4.5741], [3.2463, -1.2529, -2.3766], [3.3617, -2.6142, -1.7460], [4.5753, -3.2891, -1.8988], [4.7920, -4.5590, -1.3878], [3.7833, -5.2048, -0.6940], [2.5673, -4.5636, -0.5161], [2.3569, -3.2809, -1.0305], [0.3838, -2.6873, -0.3302], [0.7199, -2.8224, 1.7555], [2.0612, -2.8075, 2.1462], [2.4090, -2.9283, 3.4824], [1.4101, -3.0783, 4.4317], [0.0776, -3.0758, 4.0458], [-0.3067, -2.9340, 2.7144], [-1.7807, -2.8795, 2.3924], [-0.6139, -4.4910, -0.8289], [-0.7398, -5.4297, 0.1958], [-1.3379, -6.6582, -0.0554], [-1.8044, -6.9406, -1.3303], [-1.6680, -6.0050, -2.3488], [-1.0738, -4.7662, -2.1234], [-0.9509, -3.7654, -3.2414], [4.2361, -0.8853, -2.6503], [2.7894, -0.5286, -1.7100], [2.6507, -1.3006, -3.2847], [5.3689, -2.7930, -2.4482], [5.7495, -5.0437, -1.5342], [3.9334, -6.1965, -0.2866], [1.7966, -5.0808, 0.0410], [2.8476, -2.6971, 1.4105], [3.4520, -2.9053, 3.7740], [1.6654, -3.1880, 5.4786], [-0.6979, -3.1672, 4.7990], [-2.3604, -2.7784, 3.3095], [-2.1220, -3.7860, 1.8853], [-2.0196, -2.0328, 1.7533], [-0.3716, -5.2122, 1.1926], [-1.4352, -7.3853, 0.7416], [-2.2762, -7.8944, -1.5363], [-2.0315, -6.2379, -3.3439], [-1.3768, -4.1507, -4.1668], [0.0975, -3.5190, -3.4358], [-1.4801, -2.8398, -2.9997]], "mulliken_charge": [1.0633, -1.4649, 0.2305, 0.3844, -0.0370, 0.0173, -0.4103, -0.0603, -1.2493, 0.6999, -0.4984, -0.5270, -0.7612, -0.5288, 0.1394, -0.5448, -0.3160, -1.1286, -0.8866, 0.1041, -0.0825, -0.8481, 0.1890, 0.4423, 0.3099, 0.3505, 0.5876, 0.3873, 0.3933, 0.4255, 0.3567, 0.3180, 0.5101, 0.4164, 0.4922, 0.4266, -1.0016, -0.7272, 0.3643, -0.5064, -1.2405, 0.4585, 0.0728, -0.3287, 0.3966, -0.4080, -0.1851, -0.0534, -0.7866, -0.6448, -0.7588, -0.3932, 0.3976, 0.2043, 0.3140, 0.3743, 0.4954, 0.5327, -0.0278, 0.3593, 0.4370, 0.2774, 0.9247, 0.3884, 0.4258, 0.4231, 0.4547, 0.1944, -0.7145, -0.1450, 0.4056, 0.4229, -0.9939, 0.4547, -0.4850, -0.8973, -1.0060, -0.3855, 0.8583, 1.5780, 1.7914, -0.8860, -1.0632, -0.9770, -0.7598, 0.2237, -0.6225, 1.1852, -0.6480, -1.1892, -0.8982, -0.8399, 0.7729, -0.9131, 0.4595, -0.1152, 0.3734, 0.4479, 0.4145, 0.4891, 0.2740, 0.6701, 0.4879, 0.4057, 0.4624, 0.5094, 0.2913, -0.3916, 0.5739, 0.4824, 0.4295, 0.4621, 0.4638, 0.2072, 0.0009]}



[2]
{"formula": "C6H3F5N4O", "method": "the ωB97M-V functional and the def2-TZVPD basis", "max_force_ha_per_bohr": 0.200, "total_charge": 0, "orbital_gap_ha": 0.3319, "energy_ha": -1023.7519, "homo_ev": -11.053, "symbols": ["O", "C", "F", "C", "C", "N", "N", "C", "C", "F", "F", "C", "F", "F", "N", "N", "H", "H", "H"], "positions_angstrom": [[4.2419, -0.6356, 2.1685], [3.4423, -0.6195, 1.0904], [2.7578, -1.8600, 0.5654], [3.0666, 0.7730, 0.2436], [1.3964, 0.7148, 0.0869], [0.9300, 0.9393, -1.2479], [-0.3672, 0.8490, -1.3782], [-1.0534, 0.5445, -0.1593], [-2.7135, 0.3711, -0.3373], [-3.4133, 0.5263, 0.9927], [-3.2398, 1.3370, -1.3431], [-2.9357, -1.2154, -0.7617], [-3.9326, -1.3943, -1.8672], [-3.3812, -1.9423, 0.4713], [-0.5907, 0.3620, 1.1832], [0.7065, 0.4523, 1.3135], [3.3969, 1.6966, 0.9172], [3.5939, 0.7942, -0.8167], [-1.9048, -1.6929, -1.1213]], "mulliken_charge": [-0.4651, 0.6102, -0.2557, -0.4117, 0.4897, -0.3037, -0.1343, 0.0093, 0.9466, -0.2697, -0.2660, 0.1845, -0.2576, -0.2499, -0.1680, -0.2586, 0.2788, 0.2875, 0.2334]}



[3]
{"formula": "C5H9CrLiO4", "method": "the ωB97M-V functional and the def2-TZVPD basis", "max_force_ha_per_bohr": 0.074, "total_charge": 0, "orbital_gap_ha": [0.2226, 0.2858], "energy_ha": -1548.7797, "spin_multiplicity": 5, "homo_ev": [-6.448, -8.169], "symbols": ["O", "C", "C", "O", "C", "C", "O", "C", "Li", "H", "H", "H", "H", "H", "H", "H", "H", "Cr", "O", "H"], "positions_angstrom": [[0.8444, -2.6249, 0.6434], [1.8352, -2.1477, 0.0461], [1.8632, -0.8614, -0.5534], [0.5609, -0.3437, -0.6899], [0.3085, 1.0056, -0.3555], [-1.1906, 1.1794, -0.3270], [-1.7213, 0.1911, 0.5413], [-3.1149, 0.3027, 0.7584], [-0.6757, -1.4631, 0.4079], [2.7769, -2.7306, 0.0001], [0.7550, 1.6929, -1.0907], [0.7221, 1.2282, 0.6443], [-1.6161, 1.0520, -1.3361], [-1.4416, 2.1871, 0.0389], [-3.4119, -0.5183, 1.4204], [-3.3509, 1.2647, 1.2376], [-3.6631, 0.2240, -0.1932], [3.3228, 0.2452, 0.6399], [4.6713, 0.8783, -0.3273], [2.5260, -0.7614, -1.5052]], "lowdin_spin": [0.0141, 0.0315, 0.0418, 0.0159, 0.0292, 0.0030, 0.0005, 0.0001, 0.0086, 0.0103, 0.0033, 0.0306, 0.0007, 0.0002, 0.0000, 0.0000, 0.0000, 4.0070, -0.2051, 0.0082]}



[4]
{"formula": "C26H29AsBrF6N3OTi", "method": "the ωB97M-V functional and the def2-TZVPD basis", "max_force_ha_per_bohr": 0.003, "total_charge": 2, "de_lowest_kcal_mol": 0.0, "orbital_gap_ha": 0.1745, "energy_ha": -7505.7832, "homo_ev": -13.447, "symbols": ["Ti", "C", "C", "C", "C", "C", "C", "C", "Br", "C", "O", "C", "C", "C", "C", "C", "C", "H", "H", "H", "H", "H", "H", "H", "H", "H", "H", "H", "H", "H", "H", "H", "H", "H", "H", "H", "H", "F", "As", "F", "F", "F", "F", "F", "N", "C", "C", "C", "C", "C", "C", "N", "C", "C", "C", "C", "N", "C", "C", "H", "H", "H", "H", "H", "H", "H", "H", "H"], "positions_angstrom": [[-1.1883, -1.5046, -1.9655], [-4.5446, 0.0675, 4.5371], [-4.2010, 1.2984, 3.6994], [-3.2728, 2.2097, 4.5176], [-5.5004, 2.0468, 3.3635], [-3.4990, 0.9260, 2.3974], [-3.2198, -0.4013, 2.0644], [-2.5823, -0.6250, 0.8719], [-2.1351, -2.4035, 0.2813], [-2.2145, 0.3836, -0.0045], [-1.5814, -0.0455, -1.1542], [-2.4725, 1.7220, 0.2905], [-3.1181, 1.9342, 1.5051], [-2.0716, 2.8579, -0.6525], [-2.7965, 2.6905, -1.9971], [-2.4565, 4.2207, -0.0729], [-0.5480, 2.8447, -0.8564], [-5.0438, 0.3865, 5.4511], [-3.6522, -0.4880, 4.8339], [-5.2273, -0.6060, 4.0145], [-3.7638, 2.4820, 5.4520], [-3.0350, 3.1337, 3.9895], [-2.3377, 1.7028, 4.7623], [-6.0135, 2.3137, 4.2876], [-6.1726, 1.4243, 2.7709], [-5.3127, 2.9695, 2.8136], [-3.4901, -1.2190, 2.7160], [-3.3436, 2.9532, 1.7795], [-3.8784, 2.6942, -1.8591], [-2.5192, 1.7699, -2.5115], [-2.5393, 3.5225, -2.6530], [-3.5343, 4.3153, 0.0658], [-2.1488, 4.9987, -0.7709], [-1.9578, 4.4174, 0.8775], [-0.2015, 1.9384, -1.3556], [-0.0259, 2.9436, 0.0972], [-0.2597, 3.6887, -1.4834], [-1.4369, -3.4401, -2.6650], [-2.3918, -2.8855, -4.1853], [-1.2683, -3.6884, -5.1261], [-3.5095, -4.0997, -3.9811], [-3.1227, -1.9785, -5.3735], [-3.1122, -1.8625, -2.8814], [-1.0829, -1.4898, -3.9408], [5.8281, -2.6382, -1.6182], [7.0432, -2.3502, -1.0727], [8.3269, -2.8492, -1.3154], [9.3319, -2.3092, -0.5556], [9.0978, -1.3027, 0.4230], [7.8470, -0.8139, 0.6621], [6.7889, -1.3487, -0.1036], [5.4709, -1.0505, -0.0760], [4.9066, -1.8302, -0.9885], [3.5097, -1.7942, -1.2447], [2.8565, -2.6074, -2.2009], [1.5120, -2.5045, -2.3759], [0.7425, -1.6237, -1.6607], [1.3745, -0.8237, -0.7332], [2.7079, -0.8888, -0.5066], [5.6609, -3.3137, -2.3442], [8.5206, -3.6133, -2.0552], [10.3454, -2.6582, -0.7013], [9.9410, -0.9244, 0.9837], [7.6562, -0.0494, 1.4018], [3.3963, -3.3210, -2.8064], [0.9975, -3.1215, -3.1009], [0.7465, -0.1313, -0.1898], [3.1750, -0.2509, 0.2296]], "mulliken_charge": [0.7922, -2.1616, 1.7009, -1.5539, -1.5487, -0.3195, 0.1312, -0.0272, 0.0662, 0.8907, 0.3147, -1.2428, -0.2067, 2.1071, -1.4474, -2.2053, -1.3963, 0.4182, 0.4331, 0.4362, 0.4650, 0.3353, 0.3699, 0.4624, 0.3748, 0.3345, 0.6244, 0.5474, 0.3706, 0.1376, 0.4551, 0.4331, 0.4444, 0.4293, 0.1030, 0.3443, 0.4969, -0.4881, 1.9709, -0.3700, -0.3512, -0.3507, -0.4523, -0.5363, 0.0072, 0.7959, -1.0637, -0.3952, -0.5286, -0.7858, 0.7079, -0.5324, -0.2004, 1.1549, -0.8871, -0.5141, 0.2353, -0.5030, -0.8699, 0.1954, 0.4070, 0.4143, 0.4096, 0.4565, 0.3625, 0.5325, 0.6977, 0.5718]}